Density functional theory data (ωB97M-V/def2-TZVPD) for C18H45BCl10NbO2P2S as an isolated structure at a distorted geometry.

Cartesian coordinates (Å):
C1 -5.800 1.809 3.970
C2 -4.410 2.374 3.724
C3 -4.151 2.675 2.248
C4 -3.498 1.485 1.502
Nb1 -1.254 1.490 1.250
C5 -0.768 -0.393 2.426
C6 -1.476 -0.598 3.762
C7 -1.532 -2.066 4.200
P1 -1.240 3.766 -0.081
S1 -3.045 4.246 -0.814
B1 -0.661 2.812 3.105
O1 -1.123 2.524 4.383
O2 0.026 4.019 3.047
C8 1.255 4.102 2.345
C9 2.327 3.196 2.908
P2 -1.282 0.305 -0.981
C10 -2.532 -1.028 -1.099
C11 -3.013 -1.156 -2.546
C12 0.228 -0.350 -1.819
C13 1.376 -0.771 -0.902
H1 -5.898 0.811 3.546
H2 -6.026 1.737 5.031
H3 -6.559 2.426 3.497
H4 -4.299 3.284 4.311
H5 -3.675 1.666 4.095
H6 -3.594 3.598 2.129
H7 -5.117 2.877 1.784
H8 -3.889 1.486 0.482
H9 -3.864 0.561 1.961
H10 0.566 1.644 0.937
H11 0.307 -0.406 2.609
H12 -0.969 -1.247 1.780
H13 -0.955 -0.050 4.539
H14 -2.492 -0.211 3.755
H15 -2.332 -2.218 4.923
H16 -0.611 -2.355 4.701
H17 -1.703 -2.723 3.354
H18 -0.361 3.616 -1.167
H19 -0.648 4.870 0.561
H20 -0.394 2.250 4.937
H21 1.590 5.135 2.431
H22 1.119 3.901 1.285
H23 2.209 2.185 2.533
H24 2.291 3.224 3.994
H25 3.290 3.577 2.585
H26 -2.160 -1.980 -0.728
H27 -3.366 -0.696 -0.488
H28 -3.524 -0.233 -2.790
H29 -2.168 -1.220 -3.225
H30 -3.684 -1.997 -2.687
H31 0.575 0.432 -2.489
H32 -0.043 -1.183 -2.464
H33 1.022 -1.157 0.047
H34 2.041 0.064 -0.721
H35 1.957 -1.552 -1.388
C14 2.724 -4.613 -3.241
Cl1 1.155 -3.882 -3.600
Cl2 3.788 -3.523 -2.342
H36 2.562 -5.499 -2.639
H37 3.221 -4.862 -4.169
C15 6.149 -6.842 -3.759
Cl3 5.326 -6.106 -5.136
Cl4 5.047 -7.798 -2.757
H38 6.924 -7.494 -4.140
H39 6.565 -6.049 -3.150
C16 4.863 6.150 0.974
Cl5 5.140 5.560 2.621
Cl6 4.049 4.964 -0.046
H40 4.244 7.035 1.034
H41 5.825 6.377 0.532
C17 8.789 -8.442 -7.047
Cl7 7.025 -8.454 -7.097
Cl8 9.424 -7.241 -5.911
H42 9.131 -9.419 -6.733
H43 9.159 -8.200 -8.035
C18 -5.795 2.143 -3.940
Cl9 -6.416 1.313 -2.516
Cl10 -5.147 1.013 -5.144
H44 -6.609 2.689 -4.399
H45 -5.000 2.811 -3.626

Calculated values
LUMO: 0.052 hartree
Electronic energy: -180353.4810 eV
Total charge: -1
Orbital gap: 0.1974 hartree